(1)
This record from the Open Molecules 2025 dataset describes a 2-piece molecular cluster, C4H9NO overall in a non-equilibrium geometry. The level of theory is the ωB97M-V functional and the def2-TZVPD basis.

Geometry (Å):
C: 0.51709 -0.32231 -0.28341
C: -1.84697 -0.71871 0.27323
C: 2.43901 0.93903 0.12537
C: -0.46889 -1.33362 -0.27044
N: 1.73031 -0.32283 -0.01116
O: 2.35722 -1.39374 0.21899
H: -0.30334 2.28467 -0.27416
H: -1.59405 -0.45170 1.26635
H: -2.09990 0.05063 -0.42024
H: -2.61671 -1.39268 0.54208
H: 2.50196 1.05638 1.19805
H: 3.31311 1.01256 -0.38702
H: 1.76197 1.68264 -0.31675
H: -0.66662 -1.78389 -1.21522
H: -0.16144 -2.15674 0.36709

Calculated values
highest occupied orbital energy (spin up / spin down): -8.6 / -8.7 eV
energy relative to the best compared isomer or geometry (same formula, charge and spin): 843.1 kJ/mol
2S+1: 1
charge: 0

(2)
This record from the Open Molecules 2025 dataset describes C27H49As2N4O15P2RbSe as an isolated structure. The level of theory is the ωB97M-V functional and the def2-TZVPD basis.

Geometry (Å):
Rb: -1.66613 0.14470 1.28168
C: 0.30061 -3.69378 3.46816
N: 0.62629 -2.32455 3.09814
C: 2.06622 -2.17752 2.95157
C: 0.15454 -1.37577 4.10234
C: -1.36389 -1.38457 4.27401
N: -1.91467 -0.03855 4.38413
C: -1.37560 0.67995 5.52763
C: -3.36797 -0.10867 4.47206
H: 0.75607 -3.97868 4.43169
H: 0.66774 -4.37561 2.70067
H: -0.77789 -3.82224 3.54380
H: 2.59469 -2.34334 3.90568
H: 2.30238 -1.17183 2.59874
H: 2.44143 -2.90761 2.23308
H: 0.46797 -0.38269 3.77840
H: 0.65112 -1.56328 5.07097
H: -1.64810 -2.00124 5.14461
H: -1.82617 -1.85660 3.40309
H: -1.58678 0.15812 6.47601
H: -1.82765 1.67066 5.57264
H: -0.29816 0.81019 5.43179
H: -3.69670 -0.63492 5.38291
H: -3.76457 -0.63705 3.60366
H: -3.78248 0.89961 4.48741
C: -5.38553 0.14079 -2.05220
C: -5.34950 -0.07690 -0.54224
O: -6.65079 -0.40261 -0.02464
P: -4.87844 1.45872 0.28763
O: -5.24147 1.24747 1.81207
O: -5.92666 2.57241 -0.18616
O: -3.48371 1.89526 0.05405
P: -4.30845 -1.56681 -0.10074
O: -2.91827 -1.32882 -0.93110
O: -5.12098 -2.66637 -0.68338
O: -3.86318 -1.50689 1.31978
H: -6.17040 0.85249 -2.30969
H: -5.59915 -0.80909 -2.54321
H: -4.42621 0.52572 -2.40456
H: -6.75070 -1.35498 -0.19779
H: -5.77621 0.44661 1.92573
H: -5.51093 3.20860 -0.77378
H: -2.98897 -1.46578 -1.87917
C: -0.42806 3.23005 -0.66715
O: 0.10303 1.91935 -0.88815
C: 1.42803 1.86010 -1.08346
O: 2.14818 2.82908 -1.04350
C: 1.94897 0.47798 -1.26316
C: 3.00505 0.27802 -2.06938
As: 2.99979 0.87711 -3.94320
C: 1.70403 2.34659 -3.99267
C: 1.56446 -0.52671 -4.18180
C: 0.77375 -1.13688 -3.29868
As: 0.62968 -0.99326 -1.29492
C: 1.60591 -2.60875 -0.78709
C: -0.31273 -2.03313 -3.82091
O: -0.75504 -2.05961 -4.93830
O: -0.78302 -2.80891 -2.82632
C: -1.86707 -3.68603 -3.16615
C: 1.42978 -0.75667 -5.65752
O: 1.08589 0.12259 -6.40782
O: 1.84058 -1.96298 -6.03211
C: 1.70054 -2.23229 -7.43331
C: 3.83641 -0.95662 -1.97861
O: 4.19482 -1.62927 -2.91283
O: 4.23787 -1.16657 -0.71404
C: 5.11744 -2.28195 -0.53860
H: -1.49954 3.09522 -0.54315
H: -0.20503 3.87547 -1.51714
H: 0.01357 3.65575 0.23131
H: 2.15955 3.25741 -3.61131
H: 0.79355 2.11887 -3.44178
H: 1.45105 2.46243 -5.04581
H: 2.32898 -2.94483 -1.52598
H: 0.84506 -3.37490 -0.65155
H: 2.08573 -2.40789 0.16729
H: -2.21065 -4.11292 -2.22975
H: -1.52211 -4.45851 -3.85102
H: -2.67251 -3.13050 -3.64539
H: 2.18397 -3.19015 -7.59592
H: 2.17433 -1.45165 -8.02455
H: 0.64298 -2.28577 -7.68936
H: 5.37553 -2.29167 0.51614
H: 6.00935 -2.16472 -1.15204
H: 4.62249 -3.21123 -0.81800
C: 0.95669 5.13050 2.61083
N: 2.17902 4.55313 2.08756
C: 3.25548 5.26657 1.60049
C: 4.20013 4.36983 1.25794
N: 3.69969 3.12009 1.54658
C: 4.36901 1.86322 1.28275
C: 2.45183 3.22665 2.04952
Se: 1.34534 1.85839 2.56804
H: 1.17167 6.12657 2.99071
H: 0.58555 4.49729 3.41291
H: 0.19194 5.19551 1.83687
H: 3.24669 6.33909 1.53466
H: 5.17455 4.50731 0.82651
H: 5.43919 2.04657 1.21802
H: 4.00840 1.43004 0.35221
H: 4.15746 1.17304 2.09659

Calculated values
highest occupied orbital energy: -7.8 eV
energy relative to the best compared isomer or geometry (same formula, charge and spin): 0.0 kJ/mol
2S+1: 1
charge: 0

(3)
This record from the Open Molecules 2025 dataset describes a 10-piece molecular cluster, C43H86Cl8NO8P overall in a non-equilibrium geometry. The level of theory is the ωB97M-V functional and the def2-TZVPD basis.

Geometry (Å):
C: 23.62136 17.46491 -7.36676
C: 24.48821 18.65858 -7.78075
C: 24.23810 19.84170 -6.87481
C: 24.92859 21.11591 -7.42585
P: 24.02896 22.00359 -8.68310
C: 22.73290 22.97782 -7.83495
C: 23.17780 23.68786 -6.55779
C: 22.37192 24.93350 -6.18454
C: 23.06419 25.65467 -5.02769
C: 25.05474 23.11945 -9.65459
C: 25.66921 24.32577 -8.90820
C: 27.02293 24.00955 -8.26289
C: 27.60449 25.29360 -7.67873
C: 23.16828 21.02678 -9.93559
C: 21.91353 20.27264 -9.48293
C: 21.64341 18.95504 -10.21134
C: 21.36330 19.02137 -11.69332
H: 22.60118 17.78200 -7.12012
H: 24.05720 17.11563 -6.42908
H: 23.52700 16.69208 -8.12314
H: 24.29273 18.90637 -8.82794
H: 25.54154 18.36953 -7.78462
H: 24.64642 19.67439 -5.87702
H: 23.16748 20.04330 -6.76601
H: 25.89087 20.77800 -7.83970
H: 25.15464 21.80272 -6.60631
H: 21.85333 22.35396 -7.69763
H: 22.49082 23.75409 -8.57324
H: 24.23250 23.78551 -6.29660
H: 22.89783 22.99760 -5.74192
H: 21.37537 24.66436 -5.83692
H: 22.34744 25.67615 -6.98603
H: 22.47750 26.45903 -4.58943
H: 24.03979 26.04132 -5.34741
H: 23.39280 25.00978 -4.20299
H: 24.43548 23.51461 -10.46442
H: 25.84641 22.49842 -10.10386
H: 25.03060 24.59872 -8.06442
H: 25.69442 25.18749 -9.57502
H: 27.68508 23.60860 -9.02878
H: 26.86743 23.33459 -7.42240
H: 26.89641 25.73245 -6.96612
H: 27.69659 26.11368 -8.39862
H: 28.56580 25.10245 -7.21060
H: 23.92777 20.34318 -10.33677
H: 22.89198 21.71133 -10.74049
H: 21.05730 20.95596 -9.55708
H: 21.93083 20.01665 -8.42093
H: 20.93543 18.38733 -9.60823
H: 22.59946 18.42951 -10.07682
H: 22.16278 19.55969 -12.21840
H: 20.42735 19.54078 -11.90199
H: 21.42332 18.04503 -12.17349
C: 27.18418 24.84228 -13.79401
C: 28.43498 25.16088 -12.95548
C: 29.73860 24.56424 -13.48602
C: 29.78626 23.05013 -13.61425
N: 30.01416 22.25469 -12.35600
C: 31.31882 22.60567 -11.70197
C: 31.69014 21.37616 -10.87084
C: 31.38796 20.27184 -11.86069
C: 30.25366 20.80572 -12.76662
C: 28.88585 22.30363 -11.38129
H: 26.28092 25.00628 -13.21163
H: 27.22310 23.79676 -14.11150
H: 27.15402 25.41831 -14.71998
H: 28.19502 24.82352 -11.94775
H: 28.52510 26.24775 -12.88924
H: 30.57454 24.82943 -12.83179
H: 29.94968 25.06550 -14.43139
H: 30.64821 22.80953 -14.23824
H: 28.94076 22.57106 -14.09998
H: 31.14920 23.51310 -11.12108
H: 32.13117 22.80707 -12.40015
H: 31.08799 21.39003 -9.96371
H: 32.73769 21.51631 -10.61276
H: 31.11836 19.28909 -11.49194
H: 32.25887 20.13867 -12.50602
H: 29.34719 20.20642 -12.71389
H: 30.55676 20.81134 -13.80895
H: 27.97551 21.99077 -11.88166
H: 28.88095 23.30207 -10.96285
H: 29.13606 21.56801 -10.62212
O: 28.42817 17.26578 -9.80232
C: 27.96554 18.47761 -9.37689
C: 27.07927 19.20514 -10.39051
O: 26.55514 20.41644 -10.03740
H: 28.84543 19.16997 -9.16724
H: 27.49140 18.42357 -8.36164
H: 26.29630 18.46517 -10.67868
H: 27.73537 19.29551 -11.29712
O: 31.12061 15.11746 -12.81446
C: 30.16985 15.62520 -13.32954
O: 29.69978 15.20501 -14.53886
C: 28.66666 16.09198 -15.00818
C: 28.95703 17.36971 -14.23486
C: 29.31696 16.80406 -12.87888
H: 27.69758 15.63762 -14.76567
H: 28.67070 16.15345 -16.09474
H: 28.12394 18.06812 -14.27134
H: 29.85141 17.77376 -14.72017
H: 28.43938 16.35813 -12.40315
H: 29.85214 17.46099 -12.21059
O: 28.07535 20.61085 -15.03780
C: 26.93670 20.94984 -14.87899
O: 26.16946 21.34797 -15.92982
C: 24.78045 21.28504 -15.60952
C: 24.70432 20.60261 -14.23444
C: 26.07140 20.85007 -13.64517
H: 24.22980 20.76958 -16.39123
H: 24.32132 22.27657 -15.52404
H: 24.56649 19.53096 -14.42737
H: 23.86339 20.83523 -13.58464
H: 26.49213 20.10455 -12.96889
H: 26.09947 21.80378 -13.10449
O: 33.87206 19.49030 -8.19107
C: 33.12960 18.58663 -8.44985
O: 32.90205 18.21133 -9.71779
C: 31.90730 17.16388 -9.86248
C: 31.54287 16.76624 -8.43788
C: 32.19647 17.81197 -7.51908
H: 32.40040 16.35098 -10.39324
H: 31.06206 17.55341 -10.41961
H: 32.01489 15.82514 -8.14826
H: 30.46306 16.70438 -8.31001
H: 32.66234 17.33229 -6.66613
H: 31.53438 18.62436 -7.20599
C: 25.64627 15.37417 -9.41670
Cl: 25.66183 14.69735 -7.76281
Cl: 24.51216 14.51000 -10.48446
H: 25.34359 16.40742 -9.34992
H: 26.63837 15.16872 -9.78411
C: 29.52699 14.19628 -9.69765
Cl: 29.31713 13.99234 -7.93904
Cl: 29.95818 12.63781 -10.39524
H: 28.58500 14.56744 -10.07530
H: 30.32480 14.88405 -9.93945
C: 29.77190 21.09649 -6.62839
Cl: 30.85575 20.52017 -5.37812
Cl: 30.16395 22.76279 -7.12073
H: 29.96049 20.48327 -7.50584
H: 28.71311 21.03109 -6.40791
C: 28.70319 16.60696 -5.69599
Cl: 26.95357 16.81513 -5.46492
Cl: 29.61799 17.17713 -4.30376
H: 28.85916 15.54288 -5.79438
H: 28.99230 17.13289 -6.60029

Calculated values
highest occupied orbital energy: -5.7 eV
2S+1: 1
charge: 0

(4)
This record from the Open Molecules 2025 dataset describes one molecule with the formula C6H6. The level of theory is the ωB97M-V functional and the def2-TZVPD basis.

Geometry (Å):
C: 0.86694 -0.57742 1.29524
C: 0.28799 0.74177 0.85735
C: 0.65628 1.90675 1.31920
C: -0.82396 0.78141 -0.18662
C: -0.36664 0.31621 -1.49982
C: 0.01213 -0.05369 -2.58103
H: 0.09619 -1.17593 1.79418
H: 1.22540 -1.13177 0.42142
H: 1.69998 -0.44007 1.98940
H: -1.22334 1.79783 -0.28004
H: -1.64877 0.14961 0.16639
H: 0.34115 -0.37030 -3.54632

Calculated values
highest occupied orbital energy: -10.0 eV
energy relative to the best compared isomer or geometry (same formula, charge and spin): 543.7 kJ/mol
2S+1: 1
charge: 0

> Which formula does entry 3 have?

C43H86Cl8NO8P

> Which formula does entry 3 have?

C43H86Cl8NO8P